No. 1
This record from the Open Molecules 2025 dataset describes a cluster of 7 separate species, C21H57N2O7S6 in total. The level of theory is ωB97M-V/def2-TZVPD.

Its total charge is +1. The value obtained for the LUMO energy is -2.3 eV. For the strongest force on any atom, the calculation gives 0.32 eV/A. The multiplicity is 1.

Last column: Mulliken charge in e.
CARTESIAN COORDINATES (ANGSTROEM)
C: 2.577 -1.630 1.090  -0.9485
C: 1.694 -2.799 1.506  0.0405
C: 1.355 -3.739 0.366  -0.5010
O: 0.538 -3.145 -0.653  -0.4523
C: -0.774 -2.862 -0.276  -0.8054
N: -1.693 -3.496 -1.196  -0.3026
C: -3.057 -2.965 -1.161  -0.5887
C: -3.353 -2.145 0.081  -0.7797
N: -2.356 -1.005 0.152  0.1026
C: -0.957 -1.342 -0.353  0.0568
C: -0.728 -0.766 -1.759  -0.5032
C: 0.512 0.113 -1.843  -1.5876
H: 2.827 -1.008 1.951  0.2681
H: 2.088 -0.987 0.356  0.0590
H: 3.515 -1.989 0.665  0.2439
H: 2.210 -3.388 2.267  0.4177
H: 0.778 -2.428 1.982  0.2076
H: 0.874 -4.653 0.734  0.3423
H: 2.268 -4.030 -0.151  0.1606
H: -0.927 -3.182 0.767  0.4882
H: -1.674 -4.499 -1.077  0.3993
H: -3.250 -2.349 -2.046  0.2687
H: -3.782 -3.778 -1.183  0.4329
H: -4.343 -1.695 0.021  0.4869
H: -3.275 -2.726 0.997  0.2908
H: -2.321 -0.644 1.104  0.4348
H: -2.711 -0.243 -0.430  0.2812
H: -0.255 -0.898 0.353  0.4810
H: -0.644 -1.600 -2.455  0.3261
H: -1.604 -0.187 -2.073  0.6358
H: 0.604 0.548 -2.837  0.4529
H: 0.477 0.933 -1.124  0.2317
H: 1.408 -0.479 -1.653  0.3632
C: -7.025 -2.572 -2.742  -1.1237
S: -6.398 -1.266 -1.688  0.8211
O: -6.348 -1.827 -0.297  -0.7478
C: -7.802 -0.184 -1.797  -1.1082
H: -6.285 -3.370 -2.761  0.3078
H: -7.963 -2.941 -2.329  0.3417
H: -7.168 -2.178 -3.748  0.3786
H: -8.714 -0.691 -1.484  0.4283
H: -7.868 0.168 -2.825  0.3930
H: -7.596 0.679 -1.171  0.2701
C: -4.951 4.451 -2.609  -0.9426
S: -4.942 2.702 -2.217  0.5902
O: -6.278 2.163 -2.612  -0.6271
C: -4.976 2.905 -0.432  -0.8608
H: -4.971 4.537 -3.693  0.3506
H: -5.842 4.910 -2.179  0.3566
H: -4.039 4.901 -2.219  0.2158
H: -5.858 3.480 -0.149  0.4537
H: -4.055 3.397 -0.123  0.2183
H: -5.028 1.909 0.006  0.2137
C: 6.845 -5.896 1.703  -1.0136
S: 5.883 -4.615 0.898  0.4615
O: 4.781 -4.261 1.843  -0.5070
C: 5.151 -5.669 -0.359  -0.9788
H: 7.347 -5.436 2.552  0.3274
H: 6.174 -6.684 2.045  0.3066
H: 7.584 -6.285 1.004  0.4096
H: 4.608 -6.479 0.127  0.3119
H: 5.935 -6.057 -1.008  0.4451
H: 4.470 -5.053 -0.942  0.2467
C: 4.752 -0.953 6.516  -0.9284
S: 5.202 -1.076 4.781  0.4767
O: 4.689 0.159 4.124  -0.6210
C: 4.040 -2.367 4.348  -0.5308
H: 5.340 -0.145 6.946  0.3466
H: 3.690 -0.723 6.591  0.2879
H: 4.988 -1.890 7.021  0.3365
H: 3.035 -2.006 4.571  0.3407
H: 4.259 -3.286 4.892  0.4744
H: 4.164 -2.554 3.284  -0.2083
C: -0.249 5.049 -1.876  -0.9694
S: -0.376 3.432 -1.129  0.6050
O: -1.716 2.876 -1.507  -0.4655
C: -0.518 4.009 0.567  -1.0098
H: -0.165 4.902 -2.951  0.3504
H: -1.147 5.621 -1.641  0.3071
H: 0.655 5.532 -1.505  0.3152
H: -1.380 4.672 0.649  0.3180
H: 0.400 4.530 0.839  0.3869
H: -0.649 3.137 1.204  0.2962
C: 4.323 7.763 -2.034  -0.9585
S: 4.162 6.177 -1.211  0.4154
O: 2.819 5.645 -1.589  -0.5855
C: 4.003 6.823 0.456  -0.9297
H: 4.382 7.566 -3.102  0.3196
H: 3.446 8.370 -1.812  0.3000
H: 5.236 8.254 -1.699  0.3917
H: 3.150 7.500 0.497  0.2907
H: 4.923 7.336 0.736  0.3929
H: 3.844 5.973 1.117  0.3124

***

No. 2
This record from the Open Molecules 2025 dataset describes a cluster of 9 separate species, C21H58N2O9 in total. The level of theory is ωB97M-V/def2-TZVPD.

The SMILES is CC1(C)CCCC(C)(C)N1O.CC1(C)CCCC(C)(C)N1O.CC(C)O.O.O.O.O.O.O. Its total charge is 0. The value obtained for the LUMO energy is -0.2 eV. For the strongest force on any atom, the calculation gives 1.13 eV/A. The multiplicity is 1.

Last column: Mulliken charge in e.
CARTESIAN COORDINATES (ANGSTROEM)
O: 5.747 -33.163 -5.720  -0.4971
H: 6.024 -33.660 -4.946  0.2482
H: 5.211 -32.434 -5.400  0.2910
O: 4.703 -38.483 -4.481  -0.7085
H: 3.956 -38.765 -5.024  0.4317
H: 5.358 -38.171 -5.119  0.2011
O: 6.290 -36.533 -5.648  0.1387
H: 6.946 -36.195 -6.273  0.0910
H: 6.242 -35.869 -4.951  0.1229
O: 6.142 -34.292 -8.580  -0.6257
H: 6.776 -34.484 -7.881  0.3608
H: 5.438 -33.828 -8.120  0.2911
O: 7.087 -34.901 -3.513  -0.5649
H: 7.781 -35.128 -2.885  0.2453
H: 6.580 -34.220 -3.058  0.2367
O: 8.110 -35.970 -7.743  -0.7294
H: 9.048 -35.892 -7.510  0.2125
H: 8.073 -35.880 -8.700  0.3024
C: 10.860 -37.845 -8.457  -1.9470
C: 11.709 -37.612 -7.199  1.5103
C: 12.771 -36.609 -7.621  -1.3028
C: 13.425 -35.804 -6.515  -0.7175
C: 12.422 -35.283 -5.503  -1.1715
C: 11.402 -36.291 -5.032  1.8893
N: 10.834 -37.001 -6.190  0.9649
O: 9.901 -37.974 -5.746  -0.5686
C: 12.081 -37.235 -4.026  -1.8388
C: 10.250 -35.584 -4.330  -2.4556
C: 12.348 -38.939 -6.755  -1.7849
H: 10.021 -38.519 -8.257  0.3877
H: 11.431 -38.342 -9.241  0.4762
H: 10.457 -36.886 -8.770  0.3067
H: 13.531 -37.149 -8.193  0.3596
H: 12.357 -35.909 -8.358  0.4089
H: 13.941 -34.940 -6.934  0.4077
H: 14.188 -36.425 -6.032  0.3576
H: 11.920 -34.408 -5.940  0.4081
H: 12.970 -34.885 -4.647  0.3734
H: 12.969 -37.699 -4.447  0.3465
H: 12.316 -36.727 -3.090  0.4526
H: 11.414 -38.059 -3.753  0.3323
H: 10.621 -34.827 -3.634  0.4312
H: 9.557 -35.133 -5.045  0.4053
H: 9.643 -36.268 -3.727  0.4934
H: 11.607 -39.533 -6.220  0.3077
H: 13.254 -38.836 -6.162  0.3622
H: 12.639 -39.527 -7.631  0.5144
H: 9.034 -37.569 -5.862  0.2557
C: 4.035 -40.779 -7.721  -1.8390
C: 3.412 -39.546 -8.394  2.1078
C: 3.137 -39.837 -9.867  -1.3795
C: 1.858 -40.615 -10.114  -0.7018
C: 0.689 -39.898 -9.456  -1.0649
C: 0.883 -39.768 -7.955  1.4409
N: 2.172 -39.106 -7.752  0.3913
O: 2.388 -38.886 -6.361  -0.3955
C: -0.202 -38.850 -7.421  -2.0011
C: 0.765 -41.128 -7.248  -1.6811
C: 4.410 -38.391 -8.296  -1.8400
H: 3.648 -41.743 -8.069  0.3843
H: 3.891 -40.762 -6.639  0.3082
H: 5.111 -40.823 -7.910  0.4921
H: 3.157 -38.905 -10.450  0.4300
H: 3.998 -40.370 -10.292  0.4353
H: 1.982 -41.617 -9.685  0.2952
H: 1.664 -40.794 -11.173  0.4249
H: -0.227 -40.456 -9.675  0.4471
H: 0.595 -38.915 -9.924  0.3450
H: -1.192 -39.302 -7.493  0.4440
H: -0.046 -38.575 -6.376  0.3737
H: -0.215 -37.903 -7.972  0.3721
H: 1.532 -41.824 -7.597  0.3543
H: 0.935 -41.025 -6.178  0.3149
H: -0.196 -41.594 -7.464  0.4445
H: 5.351 -38.617 -8.795  0.5078
H: 4.622 -38.181 -7.246  -0.1541
H: 3.979 -37.461 -8.673  0.4727
H: 2.318 -37.921 -6.304  0.1614
C: 1.070 -34.947 -5.523  -1.2581
C: 2.472 -35.261 -5.025  0.8069
C: 2.468 -36.103 -3.771  -1.1666
O: 3.160 -35.883 -6.102  -0.4222
H: 1.022 -33.985 -6.025  0.3310
H: 0.388 -34.877 -4.670  0.3891
H: 0.725 -35.768 -6.151  0.1645
H: 2.994 -34.313 -4.814  0.2287
H: 2.034 -37.085 -4.011  0.1100
H: 1.841 -35.663 -2.998  0.4705
H: 3.471 -36.353 -3.424  0.2775
H: 4.111 -35.872 -5.933  0.1655